(1)
A structure of composition C9H10N4Y. Source: OMol25; level of theory: ωB97M-V with the def2-TZVPD basis set.

Output
**Orbital gap (alpha / beta)**: 8.3 / 6.1 eV
**Multiplicity**: 1
**Net charge**: -1

CARTESIAN COORDINATES (ANGSTROEM)
H (-2.9434, 0.2871, -1.5625)
C (1.4823, -1.6087, -0.9264)
H (-1.5020, 2.1524, 0.6205)
H (-1.7932, 2.3946, -1.4673)
C (-2.5238, 0.5827, -0.5642)
H (2.5004, 0.2104, -1.7983)
H (-1.4717, -1.4962, -2.5531)
H (-0.2100, -3.0851, -0.7438)
H (-3.3180, 0.4473, 0.2153)
N (1.4647, 2.0814, -0.7453)
C (0.1723, -2.1432, -1.1456)
H (1.0390, 3.0586, -0.6826)
N (0.7688, 0.0001, 4.5233)
H (0.2171, 0.5224, -3.2189)
C (1.6197, -0.4282, -1.7355)
C (0.4077, -0.2582, -2.4834)
C (-0.4971, -1.3080, -2.0998)
C (1.4994, -0.5828, 5.4708)
Y (-0.0953, 0.4852, -0.1595)
C (0.5622, -0.0781, 3.2997)
N (0.2419, 0.0108, 2.1452)
C (-1.9522, 1.7960, -0.4638)
H (2.2629, -2.0424, -0.2974)
N (2.0683, -0.9978, 6.3726)

Cartesian forces, eV/Å:
H 0.6 0.3 0.9
C -0.4 0.7 -0.8
H -1.5 -0.1 -2.7
H 0.2 -0.6 2.6
C -4.0 -2.4 0.1
H -0.5 -0.3 0.1
H 0.3 0.1 0.4
H 0.1 0.5 0.0
H 0.8 -0.9 -0.2
N -1.0 1.7 0.5
C 0.1 0.7 -0.5
H 0.6 -1.0 -0.1
N 0.6 -0.2 2.1
H 0.0 -0.2 0.3
C 0.1 -1.4 -0.6
C 0.3 -1.0 0.2
C 1.0 -0.1 -0.1
C -1.6 1.1 -2.7
Y 1.9 -1.7 1.2
C -0.7 0.2 -3.1
N 0.7 -0.3 2.1
C 1.9 5.3 -0.6
H -0.4 0.3 -0.1
N 0.9 -0.7 1.3

Results of the Löwdin charge analysis, in e, for atoms 1 through 4: number 1, H, carries 0.0499; number 2, C, carries -0.1900; number 3, H, carries 0.0863; number 4, H, carries 0.0863

***

(2)
The ion C9H10NO4S with charge -1. Source: OMol25; level of theory: ωB97M-V with the def2-TZVPD basis set.

Output
**SMILES**: C/C(OC([O-])=S)=C(/C)n1c(O)ccc1O
**Orbital gap**: 7.6 eV
**Multiplicity**: 1
**Net charge**: -1

CARTESIAN COORDINATES (ANGSTROEM)
S (-1.3342, -4.7758, -0.6712)
O (-2.0294, 1.1790, -0.5001)
C (-0.7672, 1.7510, -0.1657)
C (-1.2221, -3.1686, -0.5852)
H (-1.7948, 0.3189, -0.5855)
H (0.0995, -0.2963, 2.5084)
C (-0.4284, 3.0424, 0.1488)
C (0.7862, -0.7002, -1.8490)
H (-0.8149, -1.9100, 2.3487)
N (0.3476, 0.9610, -0.0290)
H (1.5701, 4.0105, 0.4573)
C (0.0447, -1.3973, 0.4826)
H (-1.3356, -0.3458, 1.5660)
C (1.4617, 1.7376, 0.3083)
C (0.3733, -0.4264, -0.3816)
H (1.8291, -0.5869, -1.9791)
C (-0.5824, -1.0109, 1.8567)
H (0.1481, 0.0027, -2.3772)
O (0.0345, -2.7084, 0.1586)
O (2.6626, 1.1405, 0.4824)
H (2.5247, 0.3212, 0.8719)
H (0.4396, -1.7162, -1.9408)
O (-1.9160, -2.2144, -0.8861)
H (-1.0906, 3.7738, 0.3055)
C (0.9939, 3.0188, 0.4552)

Cartesian forces, eV/Å:
S -0.1 -2.0 -0.3
O 1.6 5.2 1.2
C -1.2 0.4 0.2
C 0.0 2.9 0.8
H 0.4 -5.1 -0.7
H -0.9 -1.7 -1.2
C 2.4 -3.7 -0.5
C -2.1 0.0 2.6
H -0.7 -0.8 0.8
N 0.1 -0.8 0.0
H -0.6 -2.0 0.5
C -0.5 0.9 1.0
H -1.9 0.5 0.2
C -1.9 0.4 0.1
C 1.4 -0.4 -1.1
H 1.0 0.3 -0.5
C 3.7 1.6 -0.6
H 0.3 -0.1 -0.8
O 0.2 0.1 0.0
O 0.7 2.7 -1.3
H -0.4 -2.6 1.1
H 0.2 -0.3 -0.9
O -0.2 -0.5 -0.4
H -2.1 2.9 0.3
C 0.8 2.2 -0.6

Results of the Löwdin charge analysis, in e, for atoms 1 through 4: number 1, S, carries 0.5501; number 2, O, carries 0.0893; number 3, C, carries -0.2751; number 4, C, carries -1.0899

***

(3)
A structure of composition C9H10NO5PtS. Source: OMol25; level of theory: ωB97M-V with the def2-TZVPD basis set.

Output
**Orbital gap (alpha / beta)**: 6.8 / 6.6 eV
**Multiplicity**: 3
**Net charge**: +1

CARTESIAN COORDINATES (ANGSTROEM)
C (2.0202, -3.6402, 0.6944)
S (0.3834, -3.0397, 1.1283)
O (-1.9616, 0.1812, 0.1278)
O (1.9413, 0.1780, 0.1369)
H (-4.0781, 1.0700, 0.0625)
H (-0.2550, -5.3202, 1.4605)
C (-0.0029, 4.4894, -0.0749)
O (3.4948, 1.8066, 0.0417)
H (-2.1448, 4.3391, -0.0569)
C (-0.5653, -4.5244, 0.7848)
C (-2.2359, 1.4733, 0.0515)
O (-3.5014, 1.8465, 0.0304)
H (1.9920, -3.9946, -0.3343)
H (-0.3962, -4.8034, -0.2535)
C (2.3577, 1.4475, 0.0637)
H (2.7108, -2.8038, 0.7896)
H (-1.6149, -4.2918, 0.9512)
H (2.3070, -4.4378, 1.3788)
C (-1.1966, 3.8203, -0.0485)
N (0.0241, 1.7740, 0.0015)
C (-1.1959, 2.4074, -0.0019)
H (0.0116, 5.5699, -0.1092)
O (0.0162, -2.1616, -0.0959)
C (1.1877, 2.4304, -0.0003)
Pt (0.0116, -0.1340, 0.0494)
H (2.1861, 4.3045, -0.0426)
C (1.2359, 3.7922, -0.0398)

Cartesian forces, eV/Å:
C -0.1 0.1 0.1
S 0.2 -0.6 -0.1
O 0.4 -0.7 0.3
O -0.4 -1.7 0.4
H 0.0 -0.1 0.0
H 0.1 0.1 0.0
C 0.1 -0.1 0.0
O -0.2 -0.6 0.0
H 0.0 0.0 0.0
C 0.0 0.2 0.0
C 0.1 0.5 -0.1
O 0.0 0.0 0.0
H 0.0 0.0 0.0
H 0.0 0.0 0.0
C -0.2 2.0 -0.3
H 0.0 0.0 0.0
H 0.0 0.0 0.0
H -0.1 0.0 0.0
C -0.1 0.1 0.0
N -0.5 1.1 0.0
C 0.1 -0.5 0.0
H -0.1 0.0 0.0
O -0.1 -0.1 0.0
C 0.6 -0.7 0.1
Pt 0.3 0.9 -0.6
H 0.0 0.0 0.0
C -0.2 0.1 0.0

Results of the Löwdin charge analysis, in e, for atoms 1 through 4: number 1, C, carries -0.2161; number 2, S, carries 0.9431; number 3, O, carries -0.1656; number 4, O, carries -0.1740

***

(4)
A cluster of 2 separate species, C9H10NOS in total. Source: OMol25; level of theory: ωB97M-V with the def2-TZVPD basis set.

Output
**Orbital gap**: 8.4 eV
**Multiplicity**: 1
**Net charge**: +1

CARTESIAN COORDINATES (ANGSTROEM)
C (0.3747, -0.3653, -0.5913)
C (-1.5217, 0.5020, 0.5877)
O (0.9976, 2.5647, -1.5469)
H (-2.3246, -3.3991, -0.5043)
C (-1.3358, -1.9276, 0.2887)
H (-1.0060, -4.1169, 0.3658)
C (-2.0105, -0.7898, 0.7881)
H (2.7170, 1.9563, -2.4899)
H (-2.4585, -3.4517, 1.2003)
C (2.0058, 2.4242, 0.5927)
N (2.8749, 2.2701, -0.3886)
H (-1.9691, 1.2733, 1.2242)
H (2.2034, 4.1767, 1.0118)
S (0.2779, 2.4418, -0.1212)
H (2.1486, 2.0089, 1.5749)
C (-1.7223, -3.3564, 0.4933)
H (1.2806, -0.0838, -1.1986)
C (-0.3964, 0.6885, -0.1045)
H (-2.8388, -0.8191, 1.4159)
C (2.3171, 2.2085, -1.5527)
C (-0.0918, -1.6714, -0.3082)
H (0.4779, -2.5336, -0.7372)

Cartesian forces, eV/Å:
C 0.2 -0.4 -0.3
C -2.0 -0.4 2.2
O -1.3 -0.2 -1.8
H 0.5 -0.7 1.4
C 1.6 1.1 1.5
H 1.1 -0.6 0.5
C 1.4 -0.3 -1.0
H 0.6 0.0 -1.0
H -1.4 -0.7 2.1
C -1.1 4.9 2.8
N 1.1 -1.9 -3.7
H -0.1 0.0 -0.7
H -0.7 -3.6 -0.8
S -0.1 -1.5 0.5
H -0.1 -0.3 0.1
C -1.7 2.2 -4.5
H -0.9 -1.1 0.8
C 3.0 1.7 -1.0
H -1.5 -0.6 0.8
C 0.6 0.9 3.7
C 1.1 0.4 -2.0
H -0.4 0.9 0.6

Results of the Löwdin charge analysis, in e, for atoms 1 through 4: number 1, C, carries -0.0389; number 2, C, carries -0.1058; number 3, O, carries -0.3037; number 4, H, carries 0.1462

***

(5)
A cluster of 2 separate species, C9H10O in total. Source: OMol25; level of theory: ωB97M-V with the def2-TZVPD basis set.

Output
**SMILES**: Oc1ccccc1.C#CC
**Orbital gap**: 9.4 eV
**Multiplicity**: 1
**Net charge**: 0

CARTESIAN COORDINATES (ANGSTROEM)
H (-1.1032, -2.7603, 0.5994)
C (0.2280, 0.9714, -0.5674)
O (0.4350, 0.3224, -1.7585)
H (-1.0680, 3.9308, 0.5005)
H (1.0514, -0.5717, 0.7058)
C (-0.2470, 2.3956, 1.7887)
C (1.5153, -2.9926, -1.2768)
H (-1.6664, -3.4458, -0.9570)
C (-0.6005, 2.9387, 0.5523)
C (0.3458, 1.1350, 1.8390)
H (0.8578, -0.5500, -1.5681)
H (-0.6383, 2.6469, -1.6047)
H (-0.4341, 2.9561, 2.7141)
C (0.5844, 0.4211, 0.6644)
C (0.3617, -2.8482, -0.9230)
H (-1.3976, -1.6816, -0.8003)
C (-1.0253, -2.6747, -0.4975)
C (-0.3658, 2.2327, -0.6250)
H (0.6291, 0.6951, 2.8042)
H (2.5377, -3.1208, -1.5901)

Cartesian forces, eV/Å:
H 0.0 0.1 -0.4
C 0.0 0.1 -0.1
O 0.4 -0.7 0.6
H 0.2 -0.5 0.0
H -0.2 0.4 -0.1
C 0.0 0.1 0.2
C -1.0 0.2 0.3
H 0.2 0.3 0.2
C -0.1 0.1 -0.1
C 0.0 0.0 0.1
H -0.4 0.7 -0.3
H 0.1 -0.2 0.5
H 0.1 -0.3 -0.5
C 0.1 -0.2 0.1
C 1.4 -0.2 -0.5
H 0.1 -0.4 0.1
C -0.3 0.0 0.1
C -0.1 0.2 -0.1
H -0.1 0.2 -0.5
H -0.5 0.0 0.1

Results of the Löwdin charge analysis, in e, for atoms 1 through 4: number 1, H, carries 0.0882; number 2, C, carries -0.3295; number 3, O, carries 0.0223; number 4, H, carries 0.1064

***

(6)
An isolated molecule of C9H10O. Source: OMol25; level of theory: ωB97M-V with the def2-TZVPD basis set.

Output
**SMILES**: OC[C@]12[C@H]3[C@@H]4C5[C@H]3[C@H]1[C@@H]5[C@@H]42
**Orbital gap**: 10.4 eV
**Multiplicity**: 1
**Net charge**: 0

CARTESIAN COORDINATES (ANGSTROEM)
H (2.6640, -1.1187, 0.5277)
H (2.1845, 1.1141, 1.0556)
H (-0.4259, 2.3870, 0.2956)
C (0.5542, 0.2917, 0.0655)
H (-3.0873, -0.5749, -0.1935)
H (-1.8112, 1.2521, -1.7533)
O (2.9273, -0.4630, -0.1296)
C (2.0291, 0.6402, 0.0634)
C (-2.0353, -0.3299, -0.0577)
H (0.3369, -1.2420, 1.8288)
C (-0.1337, -0.3456, -1.1500)
C (-0.5662, 1.3011, 0.1993)
C (-1.3313, 0.3026, 1.1679)
C (-1.3122, 0.6657, -0.9812)
H (-1.8500, 0.5688, 2.0905)
C (-0.8912, -1.3575, -0.2429)
C (-0.1418, -0.7002, 1.0068)
H (2.2442, 1.3875, -0.7022)
H (0.3514, -0.4471, -2.1013)
H (-1.0551, -2.4323, -0.4386)

Cartesian forces, eV/Å:
H 0.2 -0.1 -0.1
H 0.4 0.0 -0.3
H -0.1 -0.4 0.3
C 2.0 -0.5 -0.9
H 0.0 0.0 0.3
H 0.2 -0.2 -0.1
O -0.8 0.4 0.2
C -0.4 0.2 1.0
C -0.5 -0.1 -0.3
H -0.1 0.1 -0.1
C -0.6 0.4 -0.8
C -0.9 1.1 0.8
C -0.1 0.5 0.4
C -0.1 0.3 -0.8
H 0.3 -0.1 0.0
C 0.5 -0.5 0.4
C -0.5 -0.9 0.4
H 0.0 -0.1 -0.1
H 0.3 -0.6 -0.4
H 0.2 0.6 0.2

Results of the Löwdin charge analysis, in e, for atoms 1 through 4: number 1, H, carries 0.0802; number 2, H, carries 0.1279; number 3, H, carries 0.1443; number 4, C, carries -0.3339

***

(7)
An isolated molecule of C9H10O2. Source: OMol25; level of theory: ωB97M-V with the def2-TZVPD basis set.

Output
**SMILES**: CCc1ccc(O)c(C=O)c1
**Orbital gap**: 9.0 eV
**Multiplicity**: 1
**Net charge**: 0

CARTESIAN COORDINATES (ANGSTROEM)
O (2.7859, -1.5351, 0.0345)
C (0.1368, -1.7560, 0.1332)
H (-3.4095, 0.0502, -1.3610)
C (-1.3342, -0.1742, -0.4280)
H (-0.4892, 1.8435, -0.7220)
C (-3.3339, 0.3119, 0.8096)
H (2.8231, -2.3988, -0.3600)
C (-1.1361, -1.4670, -0.0444)
H (-1.8379, -2.3743, -0.0505)
O (1.7576, 2.5568, 0.3864)
H (3.2297, 1.1851, -0.1296)
H (-2.6500, 0.8019, 1.6375)
C (-2.6852, 0.5624, -0.6281)
H (0.4487, -2.9287, 0.6655)
C (-0.2202, 0.7439, -0.5149)
H (-4.4976, 0.7205, 0.6947)
H (-2.3030, 1.7011, -0.7691)
H (-3.4038, -0.8232, 1.0617)
C (1.3644, -0.9759, 0.1811)
C (1.0427, 0.3742, -0.2367)
C (2.1226, 1.3889, 0.0558)

Cartesian forces, eV/Å:
O -3.2 2.8 1.6
C 8.1 -6.0 4.2
H 1.4 1.3 0.6
C -0.4 3.9 -1.8
H 0.9 -1.9 0.3
C -1.8 0.8 0.0
H -0.8 -0.6 -0.2
C -2.4 -1.1 -1.0
H 0.6 2.0 0.2
O 1.6 -3.7 -0.8
H -1.3 -0.2 0.5
H -1.8 -0.7 -1.6
C 0.8 -0.7 1.6
H -1.2 3.2 -2.1
C -3.3 0.5 0.1
H 3.1 -0.8 1.1
H -2.1 -2.7 -0.1
H 0.1 2.0 -0.6
C -1.6 -0.8 -3.7
C 4.4 -1.4 2.2
C -1.1 4.1 -0.5

Results of the Löwdin charge analysis, in e, for atoms 1 through 4: number 1, O, carries -0.0269; number 2, C, carries -0.0834; number 3, H, carries 0.1233; number 4, C, carries -0.2486

***

(8)
An isolated molecule of C9H10O4. Source: OMol25; level of theory: ωB97M-V with the def2-TZVPD basis set.

Output
**SMILES**: C[C@H]1OC(=O)/C(=C2\CCCO2)C1=O
**Orbital gap**: 9.1 eV
**Multiplicity**: 1
**Net charge**: 0

CARTESIAN COORDINATES (ANGSTROEM)
H (0.0813, -0.0938, -3.6004)
H (1.8666, 0.3917, -3.4618)
H (-1.1208, -1.2131, 3.8882)
H (0.9392, -0.1042, 3.5067)
C (0.4635, 1.4478, -2.3082)
H (1.5654, -1.7528, 2.9612)
C (0.8420, 0.6997, -3.5110)
C (-0.1625, 0.4612, -0.2948)
O (-2.4029, 0.7900, -0.5841)
H (-2.1007, -0.0813, 1.7907)
C (-0.6282, -1.4913, 2.8903)
O (2.2335, 0.6867, -0.8070)
O (-0.9585, 1.4044, -2.1414)
O (1.0587, -0.3899, 1.5361)
H (0.7272, 1.3331, -4.3978)
C (1.0274, 0.7483, -1.0894)
H (0.9703, 2.3910, -2.4801)
C (-0.0892, -0.2650, 0.9062)
H (-1.7458, -1.5805, 0.9222)
H (-0.7681, -2.5492, 2.7478)
C (-1.2848, -0.8618, 1.6055)
C (0.7701, -0.9551, 2.8580)
C (-1.2838, 0.9841, -0.9371)

Cartesian forces, eV/Å:
H 0.8 -0.3 -0.2
H 0.5 -0.5 0.1
H 0.5 -0.3 -1.6
H 0.0 -0.2 0.5
C 1.0 -0.6 0.2
H -0.9 1.0 0.4
C -1.4 -0.6 -1.9
C 4.0 -1.8 2.6
O -2.3 0.8 0.4
H 1.3 -0.9 -0.3
C -2.0 0.9 0.4
O -2.0 -0.4 -0.9
O 0.5 2.3 -1.6
O -1.4 -0.7 -0.1
H 0.0 -0.2 0.0
C 1.4 1.6 1.7
H -0.8 1.0 0.9
C -1.0 2.0 -1.7
H 0.1 0.0 0.2
H 0.7 -0.5 0.3
C -0.3 1.3 0.9
C 2.3 -1.2 -0.3
C -0.8 -2.4 0.0

Results of the Löwdin charge analysis, in e, for atoms 1 through 4: number 1, H, carries 0.1101; number 2, H, carries 0.0878; number 3, H, carries 0.1413; number 4, H, carries 0.1274